*P*
Computed, not measured: a structure of composition C4H10S2, with ωB97M-V with the def2-TZVPD basis set.

Each line ends with the Löwdin charge.
Element x y z (Å)
C: 0.2954 2.4733 -1.3590  -0.386
C: -0.1701 0.0995 0.0049  -0.918
C: 0.4988 -0.9138 -0.8805  -0.188
C: -0.6644 -1.6973 2.0200  -0.508
H: -0.0233 3.2603 -2.0782  0.036
H: 1.0729 1.8370 -1.8662  0.042
H: 0.6017 2.9217 -0.3992  0.022
H: 0.6521 0.3716 0.7635  0.099
H: -0.1785 -1.3958 -1.5256  0.061
H: 1.1719 -1.6052 -0.3295  0.093
H: 1.1874 -0.4439 -1.5377  0.046
H: -0.4093 -2.7076 1.6565  0.029
H: -1.5265 -1.8925 2.8561  0.076
H: 0.2527 -1.1385 2.4250  0.059
S: -1.1585 1.4831 -0.7351  0.720
S: -1.6023 -0.6520 0.9851  0.717

As for the molar mass: 122.258 g/mol. The net charge is 0.

*Q*
Computed, not measured: a cluster of 2 separate species, C4H10S2 in total, with ωB97M-V with the def2-TZVPD basis set.

Each line ends with the Löwdin charge.
Element x y z (Å)
C: -1.8712 1.7425 -0.2787  -0.196
C: -0.5588 1.2379 0.3692  -0.388
C: -0.1996 -0.2254 -0.1957  -0.854
C: 1.0476 -0.8432 0.4211  -0.635
H: -1.5321 2.8065 0.3608  0.121
H: -2.9028 1.3425 0.4593  0.133
H: -2.0853 1.7760 -1.4653  0.110
H: 0.3791 1.9364 0.1728  0.101
H: -0.8364 1.0578 1.4568  0.111
H: 0.2587 -0.2241 -1.2955  0.111
H: -1.9560 -1.0009 1.1222  -0.138
H: 1.3898 -1.8128 0.3417  0.016
H: 0.9187 -0.4800 1.5707  0.107
H: 3.5741 -1.2501 -1.0051  0.120
S: -1.6363 -1.2976 -0.1253  0.747
S: 2.4040 0.3211 -0.1005  0.534

As for the molar mass: 122.258 g/mol. The net charge is 0.

On energetic grounds, *P* is preferred over the next structure by 117.1 kcal/mol.

*P*
Computed, not measured: the molecule C2H6N2O3, with ωB97M-V with the def2-TZVPD basis set.

Each line ends with the Löwdin charge.
Element x y z (Å)
C: -1.1972 1.1099 0.1371  -0.022
C: -0.3539 -0.0737 -0.3363  -0.409
O: 0.2956 -0.6888 0.7974  -0.179
N: 0.9284 -1.9448 0.3869  0.062
O: 0.4757 0.2433 -1.4643  -0.059
N: 1.4696 1.2125 -1.2520  0.027
O: 1.8156 1.3705 -0.0818  0.014
H: -1.8434 1.4679 -0.6706  0.089
H: -1.8150 0.8275 0.9959  0.089
H: -0.5802 1.9555 0.4556  0.074
H: -1.0706 -0.8177 -0.7086  0.147
H: 1.6549 -2.0265 1.1031  0.088
H: 0.2207 -2.6356 0.6373  0.079

As for the SMILES: C[C@H](ON)ON=O. As for the molar mass: 106.081 g/mol. The net charge is 0.

*Q*
Computed, not measured: a cluster of 2 separate species, C2H6N2O3 in total, with ωB97M-V with the def2-TZVPD basis set.

Each line ends with the Löwdin charge.
Element x y z (Å)
N: -0.8290 1.5348 1.1185  0.162
C: -0.1988 0.4013 1.5318  -0.548
O: -0.1959 -0.0564 2.6928  0.029
N: 0.8979 0.1684 0.6622  0.117
C: 1.0842 0.8489 -0.5014  -0.296
O: 0.4042 1.5957 -1.2351  0.005
H: -1.1311 1.9572 2.0224  0.145
H: -0.6857 1.8481 0.1615  0.066
H: 1.2642 -0.7598 0.8983  0.166
H: 2.2249 0.8679 -0.7412  0.155
O: -0.9927 -2.6609 -1.8074  -0.092
H: -0.2059 -2.6347 -2.3579  0.018
H: -1.6363 -3.1105 -2.4444  0.074

As for the SMILES: NC(=O)NC=O.O. As for the molar mass: 106.081 g/mol. The net charge is 0.

On energetic grounds, *Q* is preferred over the next structure by 102.6 kcal/mol.

*P*
Computed, not measured: the molecule C2H6N2O3, with ωB97M-V with the def2-TZVPD basis set.

Each line ends with the Löwdin charge.
Element x y z (Å)
C: 1.5786 -0.1644 0.5404  -0.077
C: 0.5887 -0.5069 -0.5669  -0.199
N: -0.6801 0.2030 -0.3927  0.029
O: -0.4991 1.8660 -0.2238  0.024
N: -1.7630 -0.4192 0.0638  -0.486
O: -1.8799 -1.5491 -0.2209  0.108
O: -2.6244 0.2477 0.6127  0.062
H: 1.5793 0.9380 0.7002  0.071
H: 1.0878 -0.6722 1.4406  0.105
H: 2.6185 -0.4371 0.2544  0.086
H: 0.9944 -0.2604 -1.4938  0.098
H: 0.3557 -1.5483 -0.4929  0.110
H: -1.3565 2.3029 -0.2211  0.068

As for the SMILES: CCN(O)[N+](=O)[O-]. As for the molar mass: 106.081 g/mol. The net charge is 0.

*Q*
Computed, not measured: a cluster of 2 separate species, C2H6N2O3 in total, with ωB97M-V with the def2-TZVPD basis set.

Each line ends with the Löwdin charge.
Element x y z (Å)
C: -0.3259 1.8191 0.0655  -0.064
N: -0.5535 0.4070 -0.1131  -0.028
C: 0.3009 -0.3746 -0.8732  -0.646
O: 1.2896 0.0175 -1.4377  0.095
O: -0.2644 -1.5889 -1.1044  0.085
H: -1.0218 2.4091 -0.5443  0.086
H: 0.7006 2.0298 -0.2456  0.092
H: -0.4519 2.0835 1.1194  0.083
H: -1.4430 0.0178 0.1639  0.142
H: 0.3098 -2.0803 -1.7115  0.130
N: 0.8948 -1.6397 1.4499  0.038
O: 0.2966 -0.6129 1.7356  -0.086
H: 0.2681 -2.4874 1.4956  0.072

As for the SMILES: CNC(=O)O.N=O. As for the molar mass: 106.081 g/mol. The net charge is 0.

*R*
Computed, not measured: the molecule C2H6N2O3, with ωB97M-V with the def2-TZVPD basis set.

Each line ends with the Löwdin charge.
Element x y z (Å)
C: 1.4953 0.2843 -1.0846  -0.095
O: 0.3143 -0.2767 -1.4886  -0.186
N: -0.3359 -0.9156 -0.3838  -0.097
O: -1.5178 -1.4022 -0.8664  -0.001
C: -0.6374 0.4427 0.6264  -0.501
N: -0.2939 0.1651 1.9008  0.166
O: -1.6009 1.1001 0.3069  0.073
H: 1.8911 0.8817 -1.9003  0.097
H: 2.1916 -0.4840 -0.7347  0.085
H: 1.0262 0.8313 -0.0377  0.126
H: -2.0927 -0.6331 -1.0647  0.106
H: 0.4314 -0.5084 2.0766  0.107
H: -0.8712 0.5146 2.6499  0.119

As for the SMILES: CON(O)C(N)=O. As for the molar mass: 106.081 g/mol. The net charge is 0.

*S*
Computed, not measured: a structure of composition C2H6N2O3, with ωB97M-V with the def2-TZVPD basis set.

Each line ends with the Löwdin charge.
Element x y z (Å)
C: 0.0221 0.8369 -0.3224  -0.273
C: -0.4799 -0.0337 0.7844  -0.399
N: 0.5113 1.9309 0.2139  0.038
N: -1.1890 -1.1340 0.6004  0.226
O: 1.3007 -0.4951 -0.5976  -0.222
O: 0.6883 -1.5648 -1.3665  -0.147
O: -0.2155 0.4324 1.9459  0.102
H: 1.0384 -1.3967 -2.2522  0.083
H: -0.4404 0.7489 -1.3032  0.134
H: 0.9171 2.5888 -0.4370  0.067
H: 0.2578 1.3924 1.6278  0.146
H: -1.0581 -1.5868 -0.3008  0.108
H: -1.3528 -1.7193 1.4072  0.136

As for the molar mass: 106.081 g/mol. The net charge is 0.

On energetic grounds, *Q* is preferred over the next structure by 36.5 kcal/mol.

*P*
Computed, not measured: a cluster of 2 separate species, C4H10OS in total, with ωB97M-V with the def2-TZVPD basis set.

Each line ends with the Löwdin charge.
Element x y z (Å)
C: -1.7787 1.2554 -1.4388  -0.010
C: -1.9235 0.1299 -2.1469  -0.239
O: -1.1168 -0.0770 -3.2609  -0.019
H: -2.4978 1.5205 -0.6756  0.046
H: -0.9263 1.9076 -1.5375  0.051
H: -2.6196 -0.6502 -1.8958  0.105
H: -0.4322 0.5635 -3.1015  0.070
C: 0.6358 -1.2017 2.1577  -0.206
C: 1.4153 -0.0597 1.5924  -0.640
S: 2.3745 -0.6213 0.1353  0.650
H: -0.0212 -1.6472 1.3925  0.066
H: 1.2852 -2.0288 2.4268  0.069
H: -0.0477 -0.8399 2.9284  0.076
H: 2.1269 0.1998 2.3957  0.067
H: 0.9574 0.8751 1.2931  0.054
H: 2.5687 0.6740 -0.2649  -0.138

As for the SMILES: C=CO.CCS. As for the molar mass: 106.190 g/mol. The net charge is 0.

*Q*
Computed, not measured: a cluster of 2 separate species, C4H10OS in total, with ωB97M-V with the def2-TZVPD basis set.

Each line ends with the Löwdin charge.
Element x y z (Å)
C: 0.8772 -2.2647 0.4314  -0.082
C: 1.2342 -3.4578 1.2787  -0.329
O: 2.1640 -4.2104 1.1737  0.041
H: 1.3732 -1.3043 0.5974  0.076
H: -0.1709 -2.0291 0.6338  0.027
H: 1.0539 -2.5509 -0.6091  0.087
H: 0.5239 -3.6639 2.1020  0.109
C: 0.0685 2.7792 -0.7661  -0.193
C: -1.3051 2.2627 -0.3121  -0.574
S: -1.2617 0.4051 -0.4444  0.691
H: 0.0958 2.6523 -1.8545  0.069
H: 0.7862 2.1479 -0.2609  0.046
H: 0.2899 3.8194 -0.5306  0.067
H: -1.3897 2.4671 0.7576  0.051
H: -2.2050 2.6992 -0.7434  0.066
H: -2.1344 0.2484 -1.4536  -0.153

As for the SMILES: CC=O.CCS. As for the molar mass: 106.190 g/mol. The net charge is 0.

*R*
Computed, not measured: a cluster of 2 separate species, C4H10OS in total, with ωB97M-V with the def2-TZVPD basis set.

Each line ends with the Löwdin charge.
Element x y z (Å)
C: 2.4156 -0.3704 -1.8496  -0.023
C: 1.0658 -1.8855 -0.4055  -0.115
C: -1.6995 1.6797 1.9564  -0.286
C: 1.3440 -0.6042 -1.1155  -0.251
O: -1.8660 0.1156 -0.1869  -0.617
S: -2.1903 1.4930 0.1800  0.811
H: 2.5801 0.5729 -2.3430  0.042
H: -3.5663 1.4349 0.5363  -0.005
H: 3.1773 -1.1208 -1.9950  0.049
H: 0.0447 -2.2021 -0.6067  0.068
H: 1.1536 -1.7403 0.6707  0.072
H: 1.7569 -2.6676 -0.7103  0.068
H: -2.3361 2.4221 2.4262  0.036
H: -0.6618 2.0046 1.9920  0.037
H: -1.8034 0.7116 2.4375  0.047
H: 0.5856 0.1566 -0.9868  0.066

As for the molar mass: 106.190 g/mol. The net charge is 0.

On energetic grounds, *Q* is preferred over the next structure by 13.3 kcal/mol.

*P*
Computed, not measured: a cluster of 2 separate species, C4H10OS in total, with ωB97M-V with the def2-TZVPD basis set.

Each line ends with the Löwdin charge.
Element x y z (Å)
C: -1.4732 -1.4790 2.4682  -0.012
C: -2.6929 -1.0584 2.0999  -0.236
O: -3.1132 -0.4085 0.8544  -0.101
H: -1.5955 -2.2944 3.3215  0.093
H: -0.4397 -0.9998 2.1941  0.093
H: -3.6624 -1.0988 2.5302  0.086
H: -3.7284 -0.9670 0.3635  0.077
C: 2.1039 2.2626 -1.4648  -0.507
S: 3.0655 0.8029 -1.5628  0.698
C: 1.6420 -0.4217 -1.5617  -0.392
H: 1.0361 2.0268 -1.4169  0.029
H: 2.5264 3.0217 -0.7408  0.051
H: 2.1300 2.7457 -2.4787  0.033
H: 0.7768 -0.1081 -2.0494  -0.008
H: 1.5381 -0.5956 -0.4537  0.029
H: 1.8865 -1.4284 -2.1029  0.067

As for the SMILES: C=CO.CSC. As for the molar mass: 106.190 g/mol. The net charge is 0.

*Q*
Computed, not measured: the molecule C4H10OS, with ωB97M-V with the def2-TZVPD basis set.

Each line ends with the Löwdin charge.
Element x y z (Å)
C: -2.2534 -0.8124 -0.1266  -0.091
C: -0.8329 -0.5255 0.3984  -0.401
C: -0.7532 1.1473 0.5542  -0.290
O: -0.2729 1.6786 -0.6218  -0.147
C: 0.3269 -0.9939 -0.5042  -0.480
S: 1.9162 -0.2195 0.0763  0.755
H: -2.5318 -0.0814 -0.8583  0.066
H: -2.2572 -1.8910 -0.5070  0.093
H: -2.9470 -0.8339 0.7772  0.096
H: -0.6658 -1.0141 1.3806  0.120
H: -1.7929 1.5106 0.7935  0.123
H: -0.0974 1.4546 1.3929  0.094
H: 0.6479 1.2126 -0.7212  0.015
H: 0.1633 -0.6888 -1.5237  0.078
H: 0.3905 -2.0614 -0.3097  0.072
H: 1.6901 -0.4169 1.3988  -0.104

As for the SMILES: C[C@H](CO)CS. As for the molar mass: 106.190 g/mol. The net charge is 0.

*R*
Computed, not measured: the molecule C4H10OS, with ωB97M-V with the def2-TZVPD basis set.

Each line ends with the Löwdin charge.
Element x y z (Å)
O: 2.2640 0.4045 0.4987  -0.125
C: 1.1268 -0.1529 1.2047  -0.282
C: -0.0032 0.7493 0.7330  -0.270
C: -0.4581 0.6928 -0.7179  -0.285
C: -0.7164 -0.6699 -1.1202  -0.586
S: -2.1037 -1.2990 -2.1812  0.675
H: 2.9800 0.5287 1.2787  0.158
H: 0.8901 -1.2112 0.8947  0.119
H: 1.0973 -0.0999 2.2873  0.109
H: 0.1434 1.8687 1.1693  0.160
H: -0.7177 0.4587 1.5226  0.100
H: 0.5554 0.8767 -1.1059  0.095
H: -1.1873 1.7233 -0.9600  0.196
H: 0.0833 -1.0228 -1.7864  0.073
H: -0.7633 -1.3206 -0.2736  0.047
H: -3.1907 -1.5265 -1.4441  -0.183

As for the SMILES: OCCCCS. As for the molar mass: 106.190 g/mol. The net charge is 0.

On energetic grounds, *Q* is preferred over the next structure by 37.5 kcal/mol.

*P*
Computed, not measured: a cluster of 2 separate species, CH6NO2 in total, with ωB97M-V with the def2-TZVPD basis set.

Each line ends with the Löwdin charge.
Element x y z (Å)
O: 0.3640 1.0675 1.6794  -0.027
H: 0.8589 1.8958 1.5758  0.089
H: 0.0160 1.1413 2.5831  0.094
H: -0.7083 0.4462 0.4263  0.093
C: -0.7061 -0.8069 -1.0087  -0.140
N: 0.5921 -0.7406 -1.1786  0.244
O: -1.2903 -0.1710 -0.0719  0.183
H: -1.3145 -1.4833 -1.6012  0.178
H: 1.0702 -0.2647 -0.4339  0.129
H: 1.1182 -1.0842 -1.9703  0.158

As for the molar mass: 64.064 g/mol. The net charge is +1.

*Q*
Computed, not measured: a cluster of 2 separate species, CH6NO2 in total, with ωB97M-V with the def2-TZVPD basis set.

Each line ends with the Löwdin charge.
Element x y z (Å)
C: -2.1298 0.0596 -0.3011  -0.415
N: 2.3505 -0.0414 0.0213  0.272
O: -3.1341 -0.1891 0.4346  0.144
O: -0.9293 0.3252 -0.0927  -0.029
H: -2.4692 0.1930 -1.3603  0.155
H: 2.9783 -0.3707 0.7603  0.149
H: 2.7637 0.6752 -0.6517  0.179
H: 2.0279 -0.8463 -0.6474  0.206
H: -3.0496 -0.3910 1.4175  0.184
H: 1.5916 0.5855 0.4195  0.154

As for the molar mass: 64.064 g/mol. The net charge is +1.

*R*
Computed, not measured: a cluster of 2 separate species, CH6NO2 in total, with ωB97M-V with the def2-TZVPD basis set.

Each line ends with the Löwdin charge.
Element x y z (Å)
C: -0.9467 -0.1575 -0.3791  -0.228
N: 1.4872 -0.1995 0.0397  0.112
O: -1.3987 -0.9827 0.4523  0.219
O: -0.9676 1.1098 -0.1239  0.184
H: -0.7259 -0.5743 -1.3319  0.169
H: 1.2165 -0.7005 0.8493  0.047
H: 1.4180 0.7674 0.2416  0.036
H: 2.3564 -0.4097 -0.3121  0.034
H: -1.9707 -0.6113 1.2270  0.242
H: -0.4684 1.7584 -0.6629  0.185

As for the molar mass: 64.064 g/mol. The net charge is +1.

On energetic grounds, *P* is preferred over the next structure by 15.3 kcal/mol.